{"formula": "C20H60B2IN20O16", "method": "the ωB97M-V functional and the def2-TZVPD basis", "elements": ["C", "C", "C", "O", "C", "B", "C", "C", "C", "C", "O", "O", "C", "C", "O", "I", "B", "O", "O", "H", "H", "H", "H", "H", "H", "H", "H", "H", "H", "H", "H", "H", "H", "H", "H", "H", "H", "H", "H", "C", "O", "N", "N", "H", "H", "H", "H", "C", "O", "N", "N", "H", "H", "H", "H", "C", "O", "N", "N", "H", "H", "H", "H", "C", "O", "N", "N", "H", "H", "H", "H", "C", "O", "N", "N", "H", "H", "H", "H", "C", "O", "N", "N", "H", "H", "H", "H", "C", "O", "N", "N", "H", "H", "H", "H", "C", "O", "N", "N", "H", "H", "H", "H", "C", "O", "N", "N", "H", "H", "H", "H", "C", "O", "N", "N", "H", "H", "H", "H"], "positions_angstrom": [[6.061, -2.465, 2.697], [5.259, -3.286, 1.710], [4.776, -2.419, 0.557], [4.188, -1.228, 0.961], [2.955, -1.408, 1.684], [1.788, -0.400, 1.152], [2.189, 1.188, 1.172], [3.274, 1.608, 0.185], [4.555, 2.287, 0.722], [5.097, 1.874, 2.044], [5.992, 1.077, 2.201], [4.588, 2.552, 3.129], [0.392, -0.489, 2.136], [0.359, -1.561, 3.119], [0.586, -1.448, 4.299], [-0.192, -3.568, 2.449], [1.254, -0.916, -0.404], [0.198, -0.235, -1.050], [1.783, -2.000, -1.119], [6.633, -3.105, 3.352], [6.769, -1.861, 2.149], [5.431, -1.792, 3.252], [4.399, -3.756, 2.167], [5.916, -4.032, 1.279], [5.657, -2.139, -0.014], [4.125, -2.971, -0.120], [3.183, -1.310, 2.751], [2.620, -2.429, 1.518], [1.280, 1.714, 0.891], [2.392, 1.498, 2.196], [2.828, 2.323, -0.483], [3.595, 0.789, -0.439], [5.348, 2.037, 0.036], [4.463, 3.361, 0.680], [5.339, 2.693, 3.705], [0.335, 0.430, 2.703], [-0.495, -0.545, 1.518], [-0.533, -0.830, -1.228], [1.381, -2.844, -0.898], [2.009, 4.079, -2.947], [2.475, 3.848, -1.851], [1.668, 3.083, -3.819], [1.773, 5.357, -3.401], [1.272, 3.249, -4.724], [1.822, 2.137, -3.518], [2.010, 6.113, -2.788], [1.384, 5.564, -4.302], [-2.452, 4.520, -3.922], [-2.515, 5.549, -4.579], [-1.449, 4.271, -3.036], [-3.394, 3.528, -4.037], [-1.377, 3.431, -2.491], [-0.743, 4.977, -2.935], [-4.142, 3.679, -4.686], [-3.361, 2.668, -3.522], [0.621, -5.873, -0.955], [0.743, -4.658, -1.028], [1.512, -6.637, -0.267], [-0.393, -6.556, -1.569], [1.464, -7.637, -0.214], [2.267, -6.158, 0.190], [-1.056, -6.020, -2.092], [-0.487, -7.554, -1.542], [-2.571, -2.147, -2.071], [-2.525, -1.637, -0.969], [-3.421, -1.708, -3.055], [-1.751, -3.190, -2.413], [-3.464, -2.110, -3.971], [-4.023, -0.939, -2.830], [-1.084, -3.492, -1.718], [-1.748, -3.617, -3.318], [-0.683, -9.094, 2.526], [-0.867, -10.008, 1.738], [-0.500, -7.804, 2.124], [-0.643, -9.294, 3.882], [-0.344, -7.037, 2.752], [-0.525, -7.620, 1.141], [-0.772, -10.231, 4.210], [-0.492, -8.559, 4.545], [0.916, 3.404, 5.901], [0.710, 4.513, 6.401], [2.138, 3.034, 5.427], [-0.063, 2.469, 5.795], [2.323, 2.140, 5.007], [2.883, 3.698, 5.501], [-0.970, 2.716, 6.138], [0.090, 1.549, 5.414], [1.714, 7.976, 4.295], [2.925, 8.004, 4.444], [0.939, 6.922, 4.665], [1.033, 9.035, 3.731], [-0.055, 6.901, 4.549], [1.382, 6.124, 5.092], [1.574, 9.827, 3.447], [0.042, 9.043, 3.593], [-7.039, 2.049, -2.365], [-6.760, 1.046, -3.008], [-6.145, 3.046, -2.117], [-8.286, 2.262, -1.838], [-6.383, 3.875, -1.592], [-5.220, 2.931, -2.478], [-8.978, 1.556, -1.992], [-8.519, 3.079, -1.303], [-8.276, 6.016, -1.565], [-7.449, 5.416, -0.891], [-8.275, 5.961, -2.929], [-9.255, 6.780, -0.998], [-8.939, 6.443, -3.502], [-7.564, 5.404, -3.367], [-9.271, 6.836, 0.002], [-9.941, 7.282, -1.527], [1.232, -7.763, -4.450], [1.561, -8.325, -3.421], [0.748, -8.451, -5.536], [1.314, -6.407, -4.605], [0.472, -8.011, -6.392], [0.675, -9.446, -5.452], [1.660, -5.873, -3.827], [1.051, -5.927, -5.443]], "total_energy_ev": -93743.5087, "total_charge": -1, "spin_multiplicity": 1}

---

{"formula": "C20H60N12O8", "method": "the ωB97M-V functional and the def2-TZVPD basis", "elements": ["C", "O", "N", "N", "H", "H", "H", "H", "C", "O", "N", "N", "H", "H", "H", "H", "C", "O", "N", "N", "H", "H", "H", "H", "C", "O", "N", "N", "H", "H", "H", "H", "C", "C", "C", "O", "C", "N", "H", "H", "H", "H", "H", "H", "H", "H", "H", "H", "H", "C", "C", "C", "O", "C", "N", "H", "H", "H", "H", "H", "H", "H", "H", "H", "H", "H", "C", "C", "C", "O", "C", "N", "H", "H", "H", "H", "H", "H", "H", "H", "H", "H", "H", "C", "C", "C", "O", "C", "N", "H", "H", "H", "H", "H", "H", "H", "H", "H", "H", "H"], "positions_angstrom": [[11.073, 3.674, 11.794], [11.951, 2.791, 11.701], [10.182, 3.918, 12.669], [10.860, 4.388, 10.724], [9.987, 3.325, 13.463], [9.618, 4.730, 12.466], [11.503, 4.301, 9.951], [10.106, 5.059, 10.753], [8.235, 2.443, 15.412], [9.360, 2.322, 14.970], [7.752, 1.837, 16.436], [7.476, 3.416, 15.038], [8.246, 1.039, 16.809], [7.006, 2.339, 16.897], [6.625, 3.433, 15.582], [7.717, 4.086, 14.322], [7.222, -2.486, 15.849], [6.413, -2.941, 15.090], [7.115, -2.416, 17.158], [8.333, -1.932, 15.405], [6.218, -2.648, 17.561], [7.824, -1.895, 17.653], [9.080, -1.666, 16.030], [8.519, -2.139, 14.434], [9.709, -0.231, 18.840], [8.777, -0.351, 18.152], [10.423, -1.203, 19.416], [10.326, 0.902, 19.011], [11.222, -0.928, 19.968], [10.342, -2.151, 19.078], [10.137, 1.623, 18.330], [11.134, 0.998, 19.610], [6.858, 6.999, 15.872], [7.769, 7.166, 14.623], [9.266, 7.536, 14.834], [9.515, 8.778, 15.449], [10.435, 8.923, 16.563], [7.810, 5.986, 13.767], [7.096, 7.846, 16.516], [6.981, 6.077, 16.440], [5.828, 7.009, 15.515], [7.318, 7.993, 14.074], [9.766, 7.765, 13.893], [9.988, 6.775, 15.130], [11.355, 8.463, 16.200], [10.139, 8.266, 17.380], [10.621, 9.940, 16.907], [8.401, 6.133, 12.961], [6.937, 5.955, 13.260], [7.443, 3.973, 18.972], [6.797, 4.441, 20.279], [7.381, 3.703, 21.493], [6.588, 3.677, 22.700], [5.421, 2.841, 22.668], [6.837, 5.881, 20.395], [8.471, 4.318, 19.078], [7.046, 4.512, 18.111], [7.371, 2.916, 18.715], [5.767, 4.095, 20.363], [8.338, 4.128, 21.795], [7.674, 2.674, 21.286], [4.944, 2.758, 21.692], [4.765, 2.918, 23.535], [5.707, 1.798, 22.806], [7.719, 6.222, 20.751], [6.246, 6.068, 21.192], [2.997, 2.211, 13.871], [2.814, 3.373, 14.941], [4.069, 3.862, 15.447], [4.697, 2.981, 16.439], [4.106, 2.921, 17.739], [1.908, 4.394, 14.420], [3.665, 1.382, 14.104], [3.423, 2.553, 12.928], [1.961, 1.879, 13.802], [2.253, 3.002, 15.799], [3.934, 4.823, 15.944], [4.789, 4.058, 14.653], [4.634, 2.132, 18.274], [3.040, 2.738, 17.601], [4.145, 3.850, 18.309], [2.252, 5.113, 15.041], [2.463, 4.591, 13.600], [11.637, -3.425, 10.520], [10.404, -3.408, 11.454], [9.900, -2.031, 11.712], [10.738, -1.234, 12.476], [10.189, 0.122, 12.569], [9.370, -4.140, 10.805], [11.908, -4.410, 10.142], [12.471, -3.013, 11.087], [11.478, -2.846, 9.610], [10.540, -3.881, 12.426], [9.007, -2.190, 12.317], [9.639, -1.440, 10.835], [9.270, 0.139, 13.154], [10.274, 0.677, 11.635], [10.961, 0.542, 13.214], [9.168, -3.718, 9.910], [9.864, -4.976, 10.524]], "e_above_lowest_kj_mol": 224.3, "s_squared": 0.75, "total_charge": -1, "spin_multiplicity": 2}